A molecular structure, C37H36N4O3P2Re in a non-equilibrium geometry. Source: OMol25; level of theory: wB97M-V/def2-TZVPD.

Atoms and positions in Å:
Re (0.535, -0.159, -0.802)
O (2.617, 0.275, -1.284)
C (3.508, -0.812, -0.833)
C (2.887, -2.097, -1.269)
C (3.638, -3.206, -1.572)
C (2.988, -4.368, -1.981)
C (1.604, -4.361, -2.087)
C (0.912, -3.216, -1.773)
N (1.531, -2.085, -1.359)
H (2.766, 0.469, -2.226)
H (3.559, -0.716, 0.249)
H (4.500, -0.649, -1.242)
H (4.720, -3.165, -1.501)
H (3.560, -5.253, -2.236)
H (1.062, -5.235, -2.426)
H (-0.161, -3.190, -1.875)
N (-0.375, 2.630, 0.316)
P (1.166, 2.160, -0.062)
C (2.239, 2.070, 1.334)
C (2.336, 0.877, 2.065)
C (3.112, 0.830, 3.208)
C (3.780, 1.979, 3.627)
C (3.669, 3.169, 2.915)
C (2.903, 3.226, 1.758)
C (1.788, 3.188, -1.332)
C (0.879, 3.836, -2.190)
C (1.366, 4.668, -3.180)
C (2.741, 4.834, -3.332)
C (3.643, 4.182, -2.489)
C (3.178, 3.346, -1.493)
P (-1.328, 1.270, 0.175)
C (-2.694, 1.604, -0.884)
C (-2.473, 1.684, -2.269)
C (-3.497, 2.083, -3.105)
C (-4.738, 2.415, -2.559)
C (-4.952, 2.350, -1.187)
C (-3.936, 1.939, -0.335)
C (-1.829, 0.713, 1.766)
C (-1.119, 1.145, 2.899)
C (-1.538, 0.736, 4.153)
C (-2.639, -0.106, 4.280)
C (-3.332, -0.554, 3.156)
C (-2.930, -0.154, 1.896)
H (-0.663, 3.525, 0.707)
H (1.781, -0.012, 1.758)
H (3.198, -0.086, 3.780)
H (4.388, 1.946, 4.521)
H (4.186, 4.057, 3.256)
H (2.827, 4.155, 1.207)
H (-0.191, 3.720, -2.058)
H (0.680, 5.200, -3.826)
H (3.116, 5.480, -4.115)
H (4.707, 4.343, -2.605)
H (3.879, 2.855, -0.829)
H (-1.494, 1.458, -2.691)
H (-3.339, 2.145, -4.174)
H (-5.540, 2.734, -3.210)
H (-5.914, 2.623, -0.774)
H (-4.111, 1.904, 0.732)
H (-0.278, 1.824, 2.805)
H (-1.020, 1.087, 5.036)
H (-2.971, -0.405, 5.266)
H (-4.184, -1.210, 3.263)
H (-3.494, -0.476, 1.028)
O (0.597, -3.906, 1.578)
C (-0.316, -4.985, 1.397)
N (-1.587, -4.771, 2.031)
C (-2.562, -3.966, 1.551)
O (-3.627, -3.742, 2.075)
C (-2.269, -3.192, 0.281)
C (-3.111, -3.309, -0.821)
C (-2.936, -2.466, -1.914)
C (-1.957, -1.504, -1.870)
N (-1.148, -1.381, -0.785)
C (-1.298, -2.218, 0.274)
H (1.069, -4.031, 2.411)
H (0.089, -5.924, 1.765)
H (-0.461, -5.072, 0.324)
H (-1.801, -5.239, 2.903)
H (-3.903, -4.052, -0.819)
H (-3.566, -2.542, -2.792)
H (-1.811, -0.811, -2.689)
H (-0.612, -2.113, 1.110)

Its expectation value of S² is 3.79. The HOMO-LUMO gap (spin up / spin down) is 6.974 / 5.498 eV. The value obtained for the HOMO energy (spin up / spin down) is -19.55 / -19.55 eV. As for the spin multiplicity: 4. The electronic energy is -2635.85357 a.u. As for the total charge: +4. The calculation puts the energy above the lowest of the compared OMol25 structures with the same formula, charge and spin at 144.60 kJ/mol.